Molecular formula: CH2F3P
Method: DFT, ωB97M-V/def2-TZVPD

Each line ends with the Mulliken charge.
Cartesian coordinates (Å):
P (0.8566, -0.3585, -0.8472)  0.4942
F (-0.3178, 1.8330, 0.0682)  -0.2367
H (-1.4348, 0.1063, -0.2679)  0.2357
F (1.7496, -0.6532, 0.6018)  -0.3307
F (-0.0748, -1.6994, -0.8668)  -0.2618
H (-0.2756, 0.2125, 1.1294)  0.2414
C (-0.5032, 0.5592, 0.1826)  -0.1421

Forces on the atoms, in the same order (eV/Å):
-0.4 -0.9 3.2
-0.3 3.8 -0.2
0.4 1.1 0.7
-1.0 0.1 -2.4
1.0 0.5 -0.1
-0.1 -0.7 2.2
0.3 -4.0 -3.5

As for the energy above the lowest of the compared OMol25 structures with the same formula, charge and spin: 56.4 kJ/mol. Its structure (SMILES) is FCP(F)F. Its LUMO energy is 0.59 eV. The net charge is 0. Its orbital gap is 10.804 eV.